Formula: C12H10Cl5N2Rh
Source: the OMol25 dataset
Level of theory: wB97M-V/def2-TZVPD

Structure (ORCA input):
```
! wB97M-V def2-TZVPD RIJCOSX def2/J DEFGRID3
* xyz 2 5
H 0.19 0.15 -2.76
H -1.80 2.67 1.02
H -1.28 0.78 3.26
Cl 2.86 0.35 2.48
H -2.70 -0.60 2.35
C 1.47 -1.32 0.93
H -3.24 1.25 -0.42
C 3.79 -1.99 1.56
N -1.74 -0.91 2.22
C 1.35 -2.50 0.24
H -2.23 -0.06 -2.27
C -1.61 0.57 -1.65
C -1.36 2.09 0.21
H 0.64 2.82 0.57
Cl 2.18 -4.84 -0.74
N -0.80 0.00 2.82
C -2.18 1.30 -0.60
Cl -0.20 -2.70 -0.56
Cl 5.25 -1.67 2.37
H 1.62 1.59 -1.35
H -0.23 -0.46 3.51
Rh -0.35 -0.23 0.55
Cl 4.83 -4.30 0.74
C 3.62 -3.17 0.84
C 2.35 -3.45 0.15
C 2.73 -1.10 1.61
C 0.57 1.50 -1.13
C 0.01 2.18 -0.04
C -0.24 0.69 -1.92
H -1.65 -1.84 2.62
*
```

Results
highest occupied orbital energy (spin up / spin down): -14.946 / -15.732 eV
calculated total energy: -2983.5637 Ha

---

Formula: C12H10ClF3FeO2
Source: the OMol25 dataset
Level of theory: wB97M-V/def2-TZVPD

Structure (ORCA input):
```
! wB97M-V def2-TZVPD RIJCOSX def2/J DEFGRID3
* xyz -2 5
C 2.36 -0.39 -3.07
H 0.81 1.59 2.83
H -0.06 -2.71 -3.19
H 2.36 -2.38 -2.02
F 1.56 -2.87 3.35
C -2.14 2.65 1.59
C -1.37 2.11 2.69
C 0.57 -1.83 -3.28
H -1.55 3.19 -0.51
Cl -3.72 0.43 0.79
C 0.03 2.29 0.83
C -1.27 2.79 0.46
C -0.03 1.91 2.22
C 1.85 -1.66 -2.67
Fe -1.50 0.53 0.98
C 0.53 -2.86 2.45
H 1.49 1.21 -4.40
O -0.18 -0.91 1.09
H -3.18 2.98 1.65
H -0.61 -0.49 -4.65
H -1.73 1.95 3.70
F 1.02 -3.33 1.27
H 3.33 0.03 -2.80
F -0.40 -3.76 2.89
C 0.29 -0.67 -4.05
H 0.93 2.31 0.21
C -0.16 -1.42 2.28
C 1.39 0.23 -3.93
O -0.63 -0.94 3.32
*
```

Results
highest occupied orbital energy (spin up / spin down): -0.218 / -0.218 eV
calculated total energy: -2637.2988 Ha

---

Formula: C12H10ClN2OOsS2
Source: the OMol25 dataset
Level of theory: wB97M-V/def2-TZVPD

Structure (ORCA input):
```
! wB97M-V def2-TZVPD RIJCOSX def2/J DEFGRID3
* xyz 1 1
H -2.15 1.71 -1.76
H -1.69 -2.94 -3.40
H 0.53 4.99 2.45
H -0.21 3.24 -1.40
C -1.95 0.69 -2.08
H 0.40 2.72 3.46
C -2.37 -0.37 -1.24
C -1.41 -0.84 -3.84
C -2.24 -1.71 -1.75
H -1.24 1.26 -4.06
C -0.09 3.19 -0.32
Os -0.36 0.09 -0.47
C 0.33 4.13 1.83
C -1.50 0.44 -3.40
C -2.44 -0.10 0.16
N -0.17 1.98 0.24
H 0.22 5.27 -0.01
C 0.25 2.88 2.40
H -2.52 -2.55 -1.11
H -2.85 0.85 0.49
S -0.15 0.10 1.87
H -2.69 -0.94 0.80
C 0.15 4.30 0.45
N 1.49 0.12 -0.85
S 2.97 0.37 -0.70
C 0.00 1.80 1.56
O 3.47 0.42 0.65
Cl -0.85 -1.18 -5.43
C -1.78 -1.94 -3.01
*
```

Results
highest occupied orbital energy: -11.728 eV
ΔE to the lowest compared entry with this formula, charge and spin: 7.7 kJ/mol
calculated total energy: -1994.9734 Ha

---

Formula: C12H10ClN3Sn
Source: the OMol25 dataset
Level of theory: wB97M-V/def2-TZVPD

Structure (ORCA input):
```
! wB97M-V def2-TZVPD RIJCOSX def2/J DEFGRID3
* xyz 0 1
C -0.83 0.91 -5.17
Sn -0.67 0.65 -1.02
C 1.01 -1.92 -0.70
C 0.97 -2.05 0.71
H 1.13 -0.01 -5.71
H -2.13 2.51 -4.31
H 1.81 -2.02 1.38
C -1.30 0.89 4.63
C -0.33 -1.96 -1.19
H 0.19 3.71 -3.64
C 1.15 1.94 -4.60
H 2.21 2.16 -4.51
H -0.66 -2.02 -2.22
C -1.14 2.13 -4.49
N -0.87 0.96 5.72
Cl 1.58 0.98 -0.20
C 0.08 2.76 -4.14
H 1.90 -1.88 -1.33
H -2.27 -2.29 -0.05
N -1.58 1.10 1.08
C 0.59 0.79 -5.23
C -1.60 1.03 2.26
C -0.39 -2.10 1.15
H -0.74 -2.29 2.18
C -1.19 -2.14 -0.02
H -1.55 0.22 -5.58
N -1.90 0.74 3.46
*
```

Results
highest occupied orbital energy (spin up / spin down): -7.656 / -7.907 eV
ΔE to the lowest compared entry with this formula, charge and spin: 44.0 kJ/mol
calculated total energy: -1301.8173 Ha

---

Formula: C12H10N2
Source: the OMol25 dataset
Level of theory: wB97M-V/def2-TZVPD

Structure (ORCA input):
```
! wB97M-V def2-TZVPD RIJCOSX def2/J DEFGRID3
* xyz 0 1
H -1.97 0.27 -1.22
C -0.11 -0.61 -0.35
H 1.69 -1.89 0.04
N -1.56 -3.98 -2.34
H 0.77 4.86 2.32
C 1.49 0.57 1.19
H -1.47 1.88 -0.24
C 0.22 0.53 0.38
H -2.70 -1.68 -2.44
N 1.34 4.03 2.42
C -0.28 2.91 1.06
H -0.92 3.75 0.95
C -1.07 -2.89 -1.79
C 1.79 1.74 1.91
C 0.96 2.92 1.83
C -1.35 -0.59 -1.15
C 0.69 -1.83 -0.42
C -0.60 1.77 0.39
H 0.80 -3.89 -1.15
H -1.04 -4.82 -2.21
H 2.17 -0.23 1.28
C 0.24 -2.94 -1.11
C -1.79 -1.67 -1.81
H 2.70 1.78 2.47
*
```

Results
highest occupied orbital energy: -7.810 eV
ΔE to the lowest compared entry with this formula, charge and spin: 181.5 kJ/mol
calculated total energy: -572.6962 Ha
SMILES: N=C1C=CC(=C2C=CC(=N)C=C2)C=C1

---

Formula: C12H10N3OSe3TeV
Source: the OMol25 dataset
Level of theory: wB97M-V/def2-TZVPD

Structure (ORCA input):
```
! wB97M-V def2-TZVPD RIJCOSX def2/J DEFGRID3
* xyz -1 4
C 1.18 -1.20 -4.58
C 2.09 -0.94 -3.56
N 0.00 1.75 1.02
Se 0.38 -1.40 1.43
C -0.86 3.55 2.33
C 1.41 3.61 1.60
Se -2.63 0.47 -0.70
H 0.48 5.20 2.70
Se -3.33 -1.18 0.78
C 1.19 2.38 0.98
H -0.92 -1.39 -5.02
Te -1.51 -2.94 0.79
H -1.60 -0.97 -2.69
H -1.71 3.99 2.84
C 2.26 1.67 0.24
H 2.39 4.04 1.52
H -1.93 1.77 1.76
C 2.53 -0.31 -1.14
C 0.36 4.22 2.25
H 2.78 -1.20 -0.53
N 1.75 0.59 -0.34
N 0.32 -0.71 -1.96
V -0.06 0.25 -0.24
H 3.47 0.16 -1.47
C 1.64 -0.70 -2.28
H 1.51 -1.39 -5.60
H 3.15 -0.91 -3.77
C -0.99 2.32 1.72
C -0.55 -0.97 -2.96
O 3.44 2.05 0.20
C -0.17 -1.20 -4.26
*
```

Results
highest occupied orbital energy (spin up / spin down): -2.952 / -3.594 eV
ΔE to the lowest compared entry with this formula, charge and spin: 121.7 kJ/mol
calculated total energy: -9119.2889 Ha

---

Formula: C12H10N6O4STi
Source: the OMol25 dataset
Level of theory: wB97M-V/def2-TZVPD

Structure (ORCA input):
```
! wB97M-V def2-TZVPD RIJCOSX def2/J DEFGRID3
* xyz 0 1
C 0.61 -1.12 2.45
H 2.81 0.17 -2.21
C -1.43 -0.85 3.93
C -0.74 -0.87 2.61
H -3.14 -0.47 3.01
N 1.12 -1.65 -2.87
H 1.16 -3.86 -4.07
S -1.56 -1.99 -2.71
C 1.70 3.40 0.26
Ti -0.85 -0.17 -1.34
C 0.32 3.44 0.48
O -2.47 0.05 -0.52
H 1.79 -1.19 0.67
H -0.11 4.18 1.13
C 1.79 0.34 -1.88
O -3.52 -0.08 1.45
O -0.81 -1.02 4.95
H -1.56 2.53 -0.04
C 0.08 -2.39 -3.15
H -0.56 -4.13 -3.98
H 3.29 2.36 -0.73
C -0.48 2.52 -0.16
C 2.23 2.43 -0.55
N 0.24 -3.54 -3.85
H 2.34 4.14 0.72
C 1.38 1.47 -1.14
C -1.24 -0.68 1.30
N 0.01 1.56 -0.96
N 0.89 -1.07 1.13
H 1.35 -1.32 3.20
O -2.74 -0.66 3.91
C -2.53 -0.22 0.74
N 0.82 -0.53 -2.17
N -0.22 -0.80 0.40
*
```

Results
highest occupied orbital energy (spin up / spin down): -6.477 / -6.605 eV
calculated total energy: -2340.5291 Ha

---

Formula: C12H10NNa
Source: the OMol25 dataset
Level of theory: wB97M-V/def2-TZVPD

Structure (ORCA input):
```
! wB97M-V def2-TZVPD RIJCOSX def2/J DEFGRID3
* xyz 0 1
H 1.36 1.46 -1.24
C 0.06 -2.56 -1.35
C -0.54 -2.58 1.01
H -0.73 -3.12 1.94
C -0.30 -3.26 -0.19
C 1.08 1.64 -0.19
H 0.34 -0.57 -2.23
H -0.32 -4.35 -0.21
C -0.52 -1.19 1.03
Na -2.46 -2.22 -2.14
H 0.40 -3.10 -2.24
C 1.10 4.03 -0.94
H -0.77 2.01 2.08
H 1.11 3.46 1.10
H 1.83 1.15 0.47
C -0.65 1.06 1.57
C 1.10 3.10 0.07
C -0.29 1.00 0.09
N 1.07 4.88 -1.76
H -0.92 -0.49 3.13
C 0.05 -1.15 -1.35
C -0.71 -0.20 2.10
H -1.04 1.50 -0.56
C -0.26 -0.50 -0.17
*
```

Results
highest occupied orbital energy: -4.403 eV
calculated total energy: -680.2036 Ha

---

Formula: C12H10O3
Source: the OMol25 dataset
Level of theory: wB97M-V/def2-TZVPD

Structure (ORCA input):
```
! wB97M-V def2-TZVPD RIJCOSX def2/J DEFGRID3
* xyz 0 1
H -3.47 -2.63 -1.42
C 1.45 1.45 -0.16
C 2.08 -2.16 -0.19
C 0.83 0.06 -0.56
C -0.67 -0.27 -0.45
H 0.99 3.57 0.72
H -1.66 3.06 0.99
C -1.62 0.86 0.14
C 1.84 -1.08 -1.11
H 2.33 -1.91 0.90
H 3.70 0.45 2.40
C -0.98 2.23 0.57
O 3.92 0.85 1.56
H -4.95 -0.83 -0.38
C -2.99 -1.72 -0.92
H 2.31 -1.02 -2.14
H 2.56 1.71 -0.27
C -3.82 -0.71 -0.35
C -3.19 0.58 0.32
C -1.37 -1.63 -0.87
O -0.77 -2.69 -1.23
C 0.52 2.56 0.42
O -3.85 1.45 0.96
H 4.87 1.05 1.64
H 1.95 -3.22 -0.57
*
```

Results
highest occupied orbital energy: -8.382 eV
ΔE to the lowest compared entry with this formula, charge and spin: 838.2 kJ/mol
calculated total energy: -688.6976 Ha
SMILES: C=Cc1cccc2c1C(=O)C=CC2=O.O

---

Formula: C12H11BF4MoN3O7
Source: the OMol25 dataset
Level of theory: wB97M-V/def2-TZVPD

Structure (ORCA input):
```
! wB97M-V def2-TZVPD RIJCOSX def2/J DEFGRID3
* xyz 1 3
H -5.09 0.45 -1.04
H -3.51 0.56 1.61
C 3.54 3.25 0.08
C 2.20 3.55 0.08
O 4.06 5.48 0.11
F 1.76 -6.52 -0.49
C -4.59 -2.17 -0.28
C 1.29 2.50 0.05
O 0.88 0.14 0.00
F 0.67 -3.47 -0.42
H -3.89 -1.08 2.18
C 3.11 0.90 0.03
C -4.09 -0.34 1.41
C 4.02 1.95 0.06
C -3.78 -0.89 0.00
N -1.25 -1.50 -0.07
C 3.68 -0.49 0.01
Mo 0.88 -1.68 -0.10
O 5.69 4.07 0.10
F 3.19 -4.83 -1.05
C -2.36 -1.23 -0.04
C 1.74 1.18 0.02
H 1.86 4.57 0.11
H -5.14 -0.08 1.44
B 2.54 -5.52 -0.14
N -0.15 2.84 0.05
H -4.37 -2.57 -1.27
O 4.84 -0.72 0.05
H 5.08 1.75 0.06
O -0.43 4.00 0.22
C -4.03 0.18 -1.08
H -5.65 -1.91 -0.25
H -3.82 -0.21 -2.07
F 2.63 -5.16 1.13
O 2.75 -1.48 -0.05
O -0.94 1.94 -0.13
H -4.41 -2.93 0.47
N 4.52 4.37 0.11
H -3.43 1.07 -0.90
*
```

Results
highest occupied orbital energy (spin up / spin down): -13.998 / -14.072 eV
calculated total energy: -1647.1124 Ha

---

Formula: C12H11Br2Cl2DyF3N3
Source: the OMol25 dataset
Level of theory: wB97M-V/def2-TZVPD

Structure (ORCA input):
```
! wB97M-V def2-TZVPD RIJCOSX def2/J DEFGRID3
* xyz 2 6
H 2.67 -2.12 2.05
H 1.27 -4.51 -2.61
C 2.59 2.69 -0.36
C 0.25 3.15 -0.23
C 0.01 1.78 -0.21
N 2.59 -1.30 1.46
Br -5.23 2.57 0.39
C 2.27 1.35 -0.35
Dy 0.33 -1.39 0.12
C -3.90 0.28 -0.64
H 3.49 -1.21 1.01
C -2.46 2.03 0.12
C -3.75 1.54 -0.08
F -0.16 -0.81 2.17
H 3.06 0.61 -0.42
C 1.56 3.61 -0.29
C 1.21 -4.26 -1.56
Cl -0.43 -3.72 -1.15
H -2.32 3.01 0.55
H 2.55 -0.52 2.13
Cl 2.31 -2.90 -1.22
C -0.75 -2.15 2.33
H -4.88 -0.13 -0.84
H 3.62 3.01 -0.43
C -2.77 -0.46 -0.90
C -1.37 1.25 -0.23
N -1.52 -0.02 -0.69
Br 1.90 5.45 -0.31
N 1.02 0.88 -0.26
F -1.59 -2.11 1.17
H -2.87 -1.47 -1.29
F 0.36 -2.89 1.71
H -0.57 3.86 -0.22
H 1.48 -5.10 -0.92
*
```

Results
highest occupied orbital energy (spin up / spin down): -15.639 / -15.640 eV
ΔE to the lowest compared entry with this formula, charge and spin: 114.4 kJ/mol
calculated total energy: -7880.7024 Ha

---

Formula: C12H11Co2N2O6
Source: the OMol25 dataset
Level of theory: wB97M-V/def2-TZVPD

Structure (ORCA input):
```
! wB97M-V def2-TZVPD RIJCOSX def2/J DEFGRID3
* xyz 1 1
H -1.51 1.84 0.50
C 0.28 1.95 6.02
C -0.18 0.70 2.35
C -1.69 0.77 0.40
C 1.72 -0.44 0.52
C -0.97 -1.40 1.32
H 0.16 1.71 2.03
H 1.84 -1.29 1.23
C -0.58 -1.25 4.98
O 1.41 1.82 6.25
H -0.19 -1.92 1.88
C -2.05 1.54 4.04
C -1.55 3.82 5.21
O -2.05 -0.16 7.65
H 0.71 0.17 2.71
Co -1.87 -0.10 4.77
N 0.60 0.08 0.19
N -0.59 0.03 1.12
O -1.62 4.91 4.85
H -2.66 0.50 0.82
H -1.93 -1.46 1.85
O -4.19 -1.86 5.10
C -1.90 0.35 6.61
C -3.31 -1.14 4.87
H -2.96 2.01 3.65
H -1.06 -1.85 0.32
O -2.16 3.33 8.39
Co -1.47 2.15 5.82
C -1.89 2.89 7.35
H 2.63 -0.04 0.06
O 0.27 -2.01 5.21
C -1.19 0.74 3.37
H -1.63 0.47 -0.66
*
```

Results
highest occupied orbital energy: -11.427 eV
ΔE to the lowest compared entry with this formula, charge and spin: 0.0 kJ/mol
calculated total energy: -3789.9260 Ha

---

Question: What is the calculated total energy in the ninth record?
Answer: -688.6976 Ha

---

Question: Look up the calculated total energy of the first one.
Answer: -2983.5637 Ha

---

Question: Number 10 is which compound?
Answer: C12H11BF4MoN3O7

---

Question: Which of these has the lowest calculated total energy?
Answer: C12H10N3OSe3TeV